ORCA calculation (the ωB97M-V functional and the def2-TZVPD basis) on a structure of composition C34H45AsNiO12P2S.

Values from the calculation:
LUMO level (spin up / spin down) ... 4.10 / 4.10 eV
2S+1 ... 3
<S²> ... 2.041
Energy above the lowest of the compared OMol25 structures with the same formula, charge and spin ... 0.0 kJ/mol
Total charge ... -2
DFT total energy ... -191858.498 eV

Structure (XYZ):
```
96
C34H45AsNiO12P2S, DFT the ωB97M-V functional and the def2-TZVPD basis
Ni 0.79327 -0.79049 0.01599
C -2.22874 3.07161 2.27615
C -1.95877 1.80905 3.07205
C -0.49429 1.42368 3.08803
O -2.76531 0.68041 2.60434
P -2.83791 0.28873 1.06864
O -1.69803 0.71030 0.24455
C -3.13574 -1.48575 1.12663
P -1.70152 -2.43809 0.50467
O -1.52515 -2.02578 -0.89743
O -0.63026 -2.00094 1.62290
C -0.11601 -2.92126 2.63608
C -1.17604 -3.08234 3.71591
C 1.16331 -2.34026 3.18863
O -2.24060 -3.88255 0.87003
C -1.88320 -5.19358 0.35940
C -2.76365 -5.48535 -0.83583
C -2.07473 -6.16235 1.50578
O -4.23076 0.94007 0.61080
C -4.47752 1.29601 -0.77682
C -4.20998 0.13391 -1.71544
C -3.71243 2.55132 -1.14949
H -1.77380 3.92176 2.78872
H -3.30088 3.25661 2.18544
H -1.78737 3.00806 1.28100
H -2.32589 1.93997 4.09278
H -0.13616 1.18915 2.08300
H -0.33184 0.56017 3.73366
H 0.09845 2.25891 3.46847
H -3.98205 -1.71542 0.47871
H -3.38375 -1.77237 2.14927
H 0.09358 -3.86470 2.13155
H -1.46408 -2.09710 4.09161
H -0.76435 -3.65634 4.54938
H -2.06502 -3.59472 3.34818
H 0.95173 -1.46177 3.80332
H 1.85329 -2.07486 2.38551
H 1.63674 -3.09230 3.82600
H -0.84081 -5.16663 0.05269
H -3.81836 -5.40137 -0.55796
H -2.57800 -6.49788 -1.20008
H -2.53367 -4.78857 -1.64043
H -3.11780 -6.18275 1.83313
H -1.44948 -5.88259 2.35467
H -1.78963 -7.16709 1.18917
H -5.54796 1.51737 -0.77291
H -3.16882 -0.19430 -1.67320
H -4.42724 0.44524 -2.73947
H -4.85157 -0.71744 -1.47898
H -2.64168 2.35379 -1.17183
H -3.91099 3.34240 -0.42476
H -4.03505 2.89556 -2.13523
O 4.71327 -3.22359 -0.29490
As 3.76313 -1.76665 -0.52775
O 4.83246 -0.55735 -0.78863
O 2.60748 -1.62967 0.67434
C 2.68263 -2.11122 -2.12699
C 2.84316 -1.13374 -3.10563
C 1.97398 -1.04179 -4.18151
C 0.91061 -1.92224 -4.27977
C 0.75132 -2.92455 -3.33494
C 1.63609 -3.04297 -2.26844
S 1.42760 -4.54161 -1.28491
O 2.75537 -5.11926 -1.12853
O 0.52355 -5.38371 -2.05050
O 0.85708 -4.15795 0.01682
H 4.09472 -3.98224 -0.33489
H 3.63064 -0.40238 -2.96353
H 2.10599 -0.25562 -4.91600
H 0.20222 -1.83870 -5.09631
H -0.06218 -3.63164 -3.40779
C 1.38489 0.99692 -0.30390
C 1.77290 2.16702 -0.46571
C 2.21156 3.46543 -0.62711
C 3.59961 3.71752 -1.02326
C 4.52653 2.65969 -0.96974
C 5.83342 2.82994 -1.38780
C 6.27195 4.05832 -1.87496
C 5.36561 5.10746 -1.95749
C 4.05049 4.94143 -1.54655
C 1.23777 4.54198 -0.41692
C 1.57128 5.79420 0.12351
C 0.60584 6.76294 0.35336
C -0.72852 6.52208 0.05158
C -1.08116 5.28033 -0.46957
C -0.12142 4.30942 -0.69262
H 4.21704 1.67776 -0.62999
H 6.49513 1.97306 -1.34121
H 7.29674 4.19067 -2.20357
H 5.67548 6.06541 -2.36298
H 3.36021 5.76562 -1.66808
H 2.59818 5.99570 0.39912
H 0.90152 7.71258 0.78673
H -1.48140 7.28111 0.22942
H -2.11826 5.06107 -0.69806
H -0.39807 3.33216 -1.07135
```

---

ORCA calculation (the ωB97M-V functional and the def2-TZVPD basis) on a structure of composition C34H45AsO8SSeTi.

Values from the calculation:
LUMO level (spin up / spin down) ... 2.03 / 2.03 eV
2S+1 ... 2
<S²> ... 0.763
Energy above the lowest of the compared OMol25 structures with the same formula, charge and spin ... 91.2 kJ/mol
Total charge ... -1
DFT total energy ... -212510.888 eV

Structure (XYZ):
```
91
C34H45AsO8SSeTi, DFT the ωB97M-V functional and the def2-TZVPD basis
Ti 0.26371 -0.05119 0.04164
C -7.29000 2.00220 0.96544
C -6.86453 0.55950 0.65881
C -7.18710 -0.30296 1.87951
C -7.67830 0.03300 -0.53109
C -5.37572 0.52863 0.31784
C -4.44545 -0.20625 1.03846
C -3.10791 -0.17012 0.68225
Se -1.81820 -1.17904 1.68084
C -1.41568 0.14733 3.01539
C -2.16026 0.19585 4.18078
C -1.89210 1.16382 5.13814
C -0.85010 2.04636 4.86655
C -0.07030 2.02778 3.71344
C -0.36922 1.04070 2.75712
O 0.30486 0.94140 1.61052
C 1.03464 3.09202 3.59047
C 0.38726 4.48507 3.66490
C 2.01181 2.92296 4.76487
C 1.86003 3.04587 2.29999
C -2.68560 1.29765 6.43670
C -3.77946 0.23529 6.54790
C -3.35244 2.67959 6.48612
C -1.74328 1.14563 7.63838
C -2.63849 0.58127 -0.40248
O -1.33409 0.58679 -0.67493
C -3.56463 1.31464 -1.16632
C -4.89586 1.26209 -0.76385
C -3.23045 2.17602 -2.39781
C -1.75741 2.18156 -2.82153
C -4.04440 1.65922 -3.59553
C -3.62972 3.63062 -2.10395
H -8.35545 2.04086 1.20752
H -7.11292 2.66071 0.11395
H -6.72789 2.39521 1.81485
H -8.25747 -0.25122 2.09016
H -6.65308 0.04413 2.76645
H -6.92887 -1.35005 1.71031
H -8.74673 0.05730 -0.30065
H -7.39822 -0.99636 -0.76241
H -7.51237 0.63410 -1.42614
H -4.73300 -0.81434 1.88519
H -2.94862 -0.53193 4.31568
H -0.62726 2.80524 5.60729
H -0.15248 4.64265 4.59991
H -0.31617 4.62141 2.84113
H 1.15813 5.25540 3.58680
H 1.51553 3.02128 5.73176
H 2.79502 3.68272 4.70765
H 2.48561 1.94042 4.72600
H 1.25002 3.19783 1.41183
H 2.39067 2.10366 2.18081
H 2.59948 3.84998 2.34694
H -4.50035 0.31718 5.73192
H -4.32022 0.36608 7.48766
H -3.36176 -0.77324 6.53868
H -4.03528 2.80561 5.64353
H -2.61436 3.48166 6.44086
H -3.92095 2.79456 7.41292
H -1.26144 0.16620 7.62705
H -2.30162 1.24598 8.57289
H -0.95951 1.90434 7.63143
H -5.61215 1.83511 -1.34086
H -1.38860 1.18833 -3.06962
H -1.10698 2.59270 -2.05223
H -1.66625 2.80782 -3.71304
H -3.77591 0.62536 -3.82021
H -3.82819 2.26669 -4.47749
H -5.11997 1.69782 -3.41553
H -3.05856 4.01869 -1.25835
H -4.69099 3.72787 -1.86831
H -3.41747 4.25580 -2.97467
O 1.24102 -0.25852 -3.42469
As 2.53486 0.08250 -2.26736
O 3.55779 1.19226 -2.85447
O 1.57824 0.71296 -0.93088
C 3.30325 -1.55502 -1.75726
C 4.62335 -1.72124 -2.18210
C 5.26441 -2.93939 -2.10249
C 4.55626 -4.07394 -1.60828
C 3.27339 -3.96186 -1.16656
C 2.59742 -2.70409 -1.20228
S 1.16491 -2.55801 -0.35312
O 0.18067 -1.71180 -1.17033
O 0.64023 -3.83459 0.03118
O 1.31874 -1.58009 0.81814
H 0.67642 -0.94402 -3.03138
H 5.12913 -0.86000 -2.60349
H 6.28867 -3.03618 -2.43684
H 5.04311 -5.04132 -1.58014
H 2.74168 -4.81618 -0.77111
```

---

Let's list max |F| in order: 1.91, 0.44 eV/Å.